(1)
DFT (ωB97M-V with the def2-TZVPD basis set) results for a molecular structure, C18H45F4KN2O20P3S4 at a distorted geometry.

```
97
C18H45F4KN2O20P3S4 | OMol25 | ωB97M-V with the def2-TZVPD basis set
K -19.94895 1.29486 -12.67476
S -20.97559 0.40704 -9.19172
S -17.01042 -1.63338 -12.52545
S -23.00047 0.50174 -10.43965
S -17.53883 -0.73548 -14.59114
P -17.10237 3.83784 -11.03042
P -21.94527 8.08452 -11.56327
P -21.72938 3.01694 -15.57523
F -19.50524 -0.24800 -9.42178
F -23.57467 -0.30997 -11.69542
F -18.95848 -0.49196 -15.36423
F -17.61878 -1.77453 -11.03829
O -23.78008 -0.12560 -9.41497
O -17.45040 5.34883 -10.52805
O -16.71283 -3.00475 -12.88815
O -18.28491 3.18462 -11.63524
O -16.95469 0.59323 -14.76366
O -23.20710 8.04204 -12.69446
O -20.58975 7.61234 -12.39876
O -21.87195 9.31436 -10.71736
O -23.19381 1.94019 -10.75642
O -21.28323 -0.37666 -8.03649
O -22.36609 4.45783 -15.97060
O -16.59193 3.08662 -9.69164
O -20.57463 1.80587 -9.07856
O -15.87769 -0.77280 -12.27422
O -22.30553 2.00242 -16.64718
O -21.94058 2.66468 -14.11849
O -22.23040 6.74089 -10.69234
O -15.85078 4.04445 -12.03181
O -20.16509 3.15475 -16.02521
O -16.97999 -1.82059 -15.34289
N -18.32199 -0.99472 -13.12839
N -21.55161 -0.04505 -10.67360
C -23.40155 9.09620 -13.62509
C -22.57556 8.74648 -14.83882
C -24.64550 4.84706 -15.20816
C -15.57869 2.88225 -12.89124
C -16.52152 6.39669 -8.53090
C -19.26700 3.95065 -15.25309
C -21.30636 4.51047 -10.68590
C -23.75205 4.66081 -16.44955
C -21.73026 0.67759 -16.69566
C -22.27537 -0.26598 -15.59292
C -19.28956 7.48320 -11.81468
C -16.26375 1.42081 -7.87266
C -16.45104 6.15056 -10.03303
C -14.09655 2.44494 -12.62641
C -22.25948 5.48837 -11.34155
C -16.84570 1.76225 -9.31418
C -19.57743 5.43537 -15.25134
C -18.65983 8.92506 -11.79041
H -16.38410 2.15217 -12.81120
H -23.28172 -0.07159 -15.22201
H -20.34671 5.00837 -10.54708
H -15.47010 5.73064 -10.25555
H -24.43588 9.07564 -13.96835
H -21.54742 -0.37532 -14.78903
H -22.90912 9.20208 -15.77116
H -21.76100 4.46514 -9.69628
H -16.73760 2.03803 -7.10937
H -24.56837 4.02047 -14.50183
H -15.60122 3.12029 -13.95469
H -22.58819 -1.21722 -16.02349
H -23.97645 3.86474 -17.15950
H -23.17900 10.10365 -13.27350
H -16.60714 5.53608 -7.86748
H -22.03649 0.29130 -17.66783
H -23.30426 5.17768 -11.33968
H -22.03587 5.52386 -12.40777
H -16.50553 1.01177 -10.02773
H -18.64472 9.35508 -12.79189
H -17.70059 8.81399 -11.28481
H -19.33345 9.51403 -11.16797
H -18.76563 6.00353 -14.79717
H -15.63230 6.91482 -8.17184
H -18.58710 6.86959 -12.37871
H -21.23273 3.54719 -11.19065
H -16.45021 7.08326 -10.59709
H -21.51707 9.00463 -14.80629
H -13.83365 2.64477 -11.58764
H -19.19856 3.49891 -14.26347
H -19.64771 5.97521 -16.19565
H -18.38254 3.92483 -15.88962
H -14.01588 1.35895 -12.67341
H -20.64282 0.74100 -16.65628
H -24.33458 5.79259 -14.76386
H -17.39467 7.04072 -8.42630
H -20.49625 5.64246 -14.70271
H -23.74284 5.61335 -16.97934
H -13.41839 2.95713 -13.30895
H -19.39501 6.97599 -10.85567
H -16.49321 0.39821 -7.57311
H -17.92177 1.71372 -9.14742
H -25.69682 4.86723 -15.49525
H -15.19000 1.60676 -7.89696
H -22.45663 7.66478 -14.90117
```

Summary:
- energy above the lowest of the compared OMol25 structures with the same formula, charge and spin (kcal per mole) = 103.2
- HOMO-LUMO gap (eV) = 9.50
- maximum force (eV/A) = 7.12
- LUMO (eV) = 1.9
- net charge = -1

***

(2)
DFT (ωB97M-V with the def2-TZVPD basis set) results for a molecular structure, C17H34O2P2Pb at a distorted geometry.

```
56
C17H34O2P2Pb | OMol25 | ωB97M-V with the def2-TZVPD basis set
Pb 0.29263 -0.25707 3.36089
P 0.42079 -1.84416 1.42511
P 0.12716 1.44306 1.53961
O -1.35291 0.79724 4.34234
O 0.25309 1.39150 5.83517
C -1.25688 -0.59337 -5.06633
C -0.54166 -1.55610 -4.16335
C -1.64052 0.73060 -4.36368
C -0.52086 1.54117 -3.78088
C 1.54375 0.59946 -4.96998
C 0.79234 1.49860 -4.03151
C 0.76050 -1.61721 -3.86428
C 1.90082 -0.77042 -4.34569
C -0.66374 -3.22443 1.45339
C 0.04527 -0.85663 -0.05937
C -1.51934 2.08776 1.30867
C -2.00735 2.14169 6.14826
C 1.20818 2.82296 1.72918
C 0.25739 -1.79146 4.78410
C 2.08149 -2.45693 1.24847
C 0.58518 0.57236 0.00410
C -0.90991 1.39445 5.41463
H -1.57315 2.61315 7.02628
H 2.30328 -3.16892 2.05722
H 0.45824 -1.40748 -0.92010
H -2.22068 1.35079 -5.06704
H 2.49826 1.09235 -5.23652
H -0.68498 -0.38070 -5.97587
H -0.42585 -3.94458 2.25015
H 0.58099 -2.74851 4.39493
H -2.33906 0.49464 -3.54263
H -1.19651 -2.29335 -3.67195
H 0.21760 1.18528 -0.83441
H 2.56702 -0.59282 -3.48376
H -0.85824 2.29134 -3.05330
H 1.06944 -2.41621 -3.17698
H -2.79681 1.44814 6.45812
H 2.14092 -2.97736 0.28102
H -2.27332 1.29291 1.23000
H -0.53733 -3.70623 0.47458
H 1.68486 0.57421 -0.04018
H -1.79128 2.73225 2.15765
H 1.00877 0.45096 -5.91400
H 1.42585 2.19978 -3.46520
H -0.76311 -1.84464 5.16256
H -2.43136 2.91279 5.49448
H 0.92836 -1.43537 5.57135
H -1.52032 2.68615 0.38410
H 1.16448 3.41788 0.80550
H 2.83437 -1.65806 1.28169
H 2.50882 -1.34165 -5.06704
H -2.19930 -1.06535 -5.40420
H 0.88331 3.44208 2.57629
H -1.70965 -2.90648 1.55379
H -1.05135 -0.85172 -0.16648
H 2.24234 2.50170 1.91105
```

Summary:
- energy above the lowest of the compared OMol25 structures with the same formula, charge and spin (kcal per mole) = 11.6
- HOMO-LUMO gap (eV) = 4.92
- maximum force (eV/A) = 2.48
- LUMO (eV) = -8.8
- net charge = +2

***

(3)
DFT (ωB97M-V with the def2-TZVPD basis set) results for a molecular structure, C34H29Cl2CuF6N6O14S2 at a distorted geometry.

```
94
C34H29Cl2CuF6N6O14S2 | OMol25 | ωB97M-V with the def2-TZVPD basis set
Cu 1.13157 -2.04930 -0.66853
Cl 2.67703 0.36640 -1.19764
Cl 1.34290 2.93635 -3.47054
S -1.25190 0.34187 -0.84309
S 0.27007 -0.13718 1.31019
F -1.11406 -1.40581 -2.73795
F -2.39484 0.24475 -3.17208
F -1.34673 0.34438 3.27573
F -3.08204 -1.29721 -1.80374
F -0.37792 -1.58777 3.35746
F -2.04615 -1.34298 2.03371
O 0.16048 -5.75837 -2.03706
O -0.65907 1.44229 11.01883
O 0.29087 1.27468 1.35395
O -0.09306 -3.76943 -1.29116
O 2.42599 -3.55116 -3.87735
O 5.25823 1.51710 7.21912
O -0.40288 1.28391 -1.48748
O 6.38597 0.79639 5.53091
O -0.20229 5.19539 -7.97990
O 1.57404 -1.89745 -2.80758
O -2.30059 0.77140 0.01493
O -0.33373 -0.30766 9.81040
O 1.49644 -0.83226 1.54035
O 0.27991 3.15876 -7.47820
N 5.39420 0.82749 6.23731
N -0.32804 -0.80732 -0.14288
N -0.51959 -4.89784 -1.54845
N -0.45319 4.13407 -7.44565
N -0.67365 0.85407 9.96858
N 2.01555 -2.42682 -3.83481
C 2.35789 0.06304 -7.15508
C -3.74017 -6.71963 -1.23898
C 2.16724 -1.63633 5.13381
C 2.82929 2.79376 -2.48371
C -1.61177 3.07338 6.49094
C 2.62681 -2.10360 -6.16785
C 1.71683 0.55436 -6.01567
C -1.07613 1.60308 8.77758
C 2.77737 -1.25522 -7.24803
C -2.48839 5.15068 -6.47194
C -1.69976 4.03625 -6.66925
C -1.74019 3.65493 7.74660
C 1.59885 -0.28064 -4.92238
C -3.90375 3.84488 -5.02602
C 4.25174 -0.00688 5.83503
C 3.25302 -1.50844 4.27151
C -2.03523 2.81202 -6.12512
C 2.10684 -1.57213 -5.00696
C -1.01754 1.00082 7.53514
C -3.87857 -4.63062 -0.02528
C 2.58983 2.19949 -1.13790
C -2.04364 -0.61041 -2.21856
C 2.03879 -0.81206 6.23551
C -3.60671 5.04718 -5.65013
C 3.11449 -0.02383 6.61922
C -1.33897 2.95315 8.87706
C -1.90464 -5.19332 -1.21951
C -1.02329 -0.72483 2.58795
C -1.21547 1.74186 6.37837
C -3.12897 2.72909 -5.28251
C -2.59431 -4.29385 -0.42497
C -4.47398 -5.79435 -0.51186
C -2.42800 -6.40948 -1.58236
C 4.30531 -0.68388 4.62830
H 3.15821 3.82454 -2.35363
H -4.40118 -3.96541 0.64756
H 3.58585 2.26839 -3.05734
H -2.24296 6.09095 -6.94489
H 1.15918 -0.96559 6.84366
H -1.88206 -7.10193 -2.20664
H -1.34787 1.98905 -6.25882
H -2.17045 -3.35658 -0.09657
H -1.79741 3.64556 5.58988
H 1.65400 2.40355 -0.63067
H 1.42921 -2.39259 4.89909
H -1.03423 1.26608 5.42805
H 2.49554 0.77189 -7.96451
H -5.43019 -6.05911 -0.07060
H -4.07529 -7.71631 -1.48333
H 3.21064 -1.63235 -8.16271
H 3.23476 -2.01454 3.31710
H -1.33938 3.44409 9.84033
H -4.80181 3.78167 -4.42548
H -2.09091 4.67507 7.80976
H 5.11390 -0.49257 3.93590
H 3.07948 0.49394 7.56806
H -4.18060 5.93455 -5.42171
H 2.99552 -3.11268 -6.27204
H 1.35413 1.57175 -5.99381
H 3.39372 2.43399 -0.44230
H -0.69418 -0.02766 7.45450
H -3.42125 1.75272 -4.92034
H 1.13726 0.07032 -4.00884
```

Summary:
- 2S+1 = 2
- energy above the lowest of the compared OMol25 structures with the same formula, charge and spin (kcal per mole) = 0.0
- HOMO-LUMO gap (alpha / beta) (eV) = 7.12 / 3.92
- maximum force (eV/A) = 2.27
- LUMO (alpha / beta) (eV) = -4.5 / -7.7
- net charge = +1